# 1
C11H10Cl2LiN3O2 | the ωB97M-V functional and the def2-TZVPD basis

Last column: Löwdin charge in e.
CARTESIAN COORDINATES (ANGSTROEM)
1 Li 0.70582 1.07963 1.20415  0.68
2 Cl 4.76620 -0.35868 -0.92667  0.68
3 C 3.29803 -1.24927 -0.67814  -0.60
4 C 3.21589 -2.55249 -1.18507  -0.13
5 C 2.09167 -3.31047 -1.01980  -0.62
6 Cl 2.02953 -4.92771 -1.66540  0.66
7 C 0.97418 -2.78350 -0.32873  -0.18
8 C -0.22819 -3.48446 -0.09770  -0.02
9 C -1.24990 -2.87487 0.57558  -0.05
10 C -1.07388 -1.55145 1.01663  -0.15
11 N 0.03126 -0.86918 0.82426  0.04
12 C 1.06472 -1.46586 0.16680  -0.15
13 C 2.25616 -0.64083 0.02234  -0.45
14 O 2.27127 0.53064 0.52063  -0.17
15 H 4.06606 -2.95841 -1.71552  0.10
16 H -0.33001 -4.50143 -0.45121  0.09
17 H -2.17967 -3.38905 0.77259  0.10
18 H -1.87308 -1.04184 1.54560  0.11
19 C -1.76606 4.83099 0.80060  -0.06
20 N -2.17017 3.68834 0.00319  0.02
21 C -1.53234 2.50657 0.12774  -0.61
22 N -1.95328 1.47948 -0.66265  0.18
23 O -0.62956 2.35277 0.95500  -0.04
24 H -2.45678 5.64768 0.60498  0.09
25 H -0.75519 5.15134 0.54915  0.09
26 H -1.80091 4.58770 1.86099  0.09
27 H -2.89911 3.79306 -0.67831  0.14
28 H -2.49485 1.65971 -1.48889  0.10
29 H -1.37780 0.65159 -0.65216  0.09

Total charge: 0
Spin multiplicity: 1
E_tot: -45388.2140 eV

***

# 2
C11H10ClF3GdO3S | the ωB97M-V functional and the def2-TZVPD basis

Last column: Löwdin spin population.
CARTESIAN COORDINATES (ANGSTROEM)
1 C 0.74439 -1.44134 0.35915  -0.01
2 C 0.80576 -1.53746 -1.07550  0.08
3 C -0.50663 -1.81775 -1.55107  0.05
4 H 1.69927 -1.57465 -1.69776  0.00
5 C -1.36961 -1.95907 -0.41268  0.00
6 C -0.61083 -1.70371 0.75523  0.05
7 H -0.99525 -1.70784 1.77901  0.00
8 H 1.58685 -1.21743 1.01452  0.00
9 H -0.75618 -2.06102 -2.58191  0.00
10 H -2.41296 -2.25574 -0.47007  0.00
11 Gd -0.10361 0.90329 -1.22453  6.80
12 Cl 2.35735 1.28690 -0.82103  0.02
13 C 0.04518 2.50096 -3.32260  0.03
14 C -1.18253 1.81604 -3.60930  0.01
15 C -0.86887 0.60944 -4.30878  -0.01
16 H -2.18653 2.20630 -3.49408  0.00
17 C 0.53920 0.53506 -4.43921  0.00
18 C 1.10935 1.68442 -3.82227  -0.01
19 H 2.16532 1.94165 -3.83977  0.00
20 H 0.14710 3.49851 -2.89315  0.00
21 H -1.59327 -0.03216 -4.81112  0.00
22 H 1.08364 -0.19424 -5.04140  0.00
23 F -3.22553 2.96197 2.30135  0.00
24 C -2.43551 3.15231 1.21240  0.00
25 F -2.80552 4.31921 0.62727  0.00
26 F -1.13134 3.28273 1.59105  0.00
27 S -2.66632 1.66563 0.11814  0.00
28 O -1.67426 0.72064 0.69616  0.00
29 O -4.04757 1.28396 0.09720  0.00
30 O -2.07287 2.18658 -1.15267  -0.01

ΔE to the lowest compared entry with this formula, charge and spin: 6.0 kcal/mol
Total charge: -1
Spin multiplicity: 8

***

# 3
C11H10ClNOsS | the ωB97M-V functional and the def2-TZVPD basis

Last column: Löwdin spin population.
CARTESIAN COORDINATES (ANGSTROEM)
1 C 2.56256 1.01507 0.62520  0.12
2 C 2.33162 0.88992 -0.77533  0.09
3 C 1.97805 -0.46090 -1.05047  0.13
4 H 2.40599 1.67975 -1.51748  0.01
5 C 1.98915 -1.17519 0.18074  0.04
6 C 2.34912 -0.26097 1.22031  0.09
7 H 2.36457 -0.48838 2.27354  0.01
8 H 2.72644 1.94587 1.15085  0.02
9 H 1.84864 -0.89649 -2.04144  0.02
10 H 1.81554 -2.24521 0.28700  0.01
11 Os 0.71872 0.34808 0.27983  1.93
12 Cl -0.47356 2.45816 0.45366  0.20
13 C -2.93265 -0.06041 -0.31290  0.03
14 C -2.21290 -1.30223 -0.21375  0.34
15 C -1.15800 -1.26228 -1.18162  0.19
16 H -2.42378 -2.10459 0.47320  0.01
17 C -1.21130 -0.01156 -1.85846  0.27
18 C -2.31998 0.72715 -1.34309  0.29
19 H -2.62292 1.73187 -1.63658  0.01
20 H -3.77383 0.24053 0.31386  0.00
21 H -0.53110 -2.11531 -1.45801  0.00
22 H -0.60571 0.26624 -2.72702  0.01
23 S -1.34151 1.10261 4.13486  0.07
24 C -0.88934 0.34951 2.82666  0.04
25 N -0.59382 -0.37123 1.89645  0.07

ΔE to the lowest compared entry with this formula, charge and spin: 0.0 kcal/mol
Total charge: 0
Spin multiplicity: 5

***

# 4
C11H10ClNSSn | the ωB97M-V functional and the def2-TZVPD basis

Last column: Löwdin charge in e.
CARTESIAN COORDINATES (ANGSTROEM)
1 C 2.63896 1.40309 0.73688  -0.36
2 C 2.76346 0.03243 0.31488  -0.26
3 C 1.87407 -0.75769 1.09736  -0.18
4 H 3.42885 -0.33139 -0.46758  0.06
5 C 1.24479 0.10042 2.05052  -0.18
6 C 1.72885 1.41942 1.84241  -0.26
7 H 1.46919 2.29830 2.42384  0.06
8 H 3.19794 2.24913 0.33886  0.05
9 H 1.71489 -1.83069 1.00225  0.07
10 H 0.54754 -0.22068 2.82222  0.07
11 Sn 0.40977 1.80858 -1.17208  0.85
12 Cl 0.74964 3.02834 -3.16989  -0.25
13 C -2.40366 -1.40141 -1.14588  -0.24
14 C -2.44121 -1.93274 0.17496  -0.23
15 C -1.22931 -2.65791 0.37193  -0.24
16 H -3.21365 -1.77768 0.91913  0.04
17 C -0.58281 -2.80984 -0.88818  -0.23
18 C -1.25827 -1.95039 -1.81134  -0.24
19 H -0.91345 -1.70302 -2.81051  0.04
20 H -3.05811 -0.63408 -1.54322  0.04
21 H -0.96114 -3.20344 1.28094  0.05
22 H 0.29880 -3.42393 -1.08014  0.05
23 S -3.11733 4.98326 -0.13101  0.50
24 C -1.91190 4.01983 -0.46786  -0.98
25 N -0.97592 3.29209 -0.68850  -0.21

ΔE to the lowest compared entry with this formula, charge and spin: 0.0 kcal/mol
Total charge: -2
Spin multiplicity: 1

***

# 5
C11H10N2O2 | the ωB97M-V functional and the def2-TZVPD basis

Last column: Löwdin charge in e.
CARTESIAN COORDINATES (ANGSTROEM)
1 O 1.98554 2.37669 0.41089  0.11
2 C 2.52213 1.35198 0.07303  -0.49
3 O 3.80680 1.31831 -0.31770  0.11
4 C 1.86335 0.02655 0.03966  -0.12
5 C 2.54304 -1.11771 -0.37122  -0.01
6 C 1.88393 -2.33203 -0.38701  -0.06
7 C 0.55488 -2.41120 -0.00236  -0.03
8 C -0.13054 -1.27602 0.41153  -0.20
9 C -1.57989 -1.34908 0.82527  -0.09
10 N -2.35873 -0.31435 0.20118  -0.19
11 C -2.56048 -0.12651 -1.11904  -0.08
12 C -3.33238 1.00387 -1.24586  -0.07
13 C -3.54205 1.43291 0.07182  -0.16
14 N -2.94577 0.62836 0.92930  0.07
15 C 0.53127 -0.05770 0.43188  0.05
16 H 4.18247 2.21139 -0.27504  0.13
17 H 3.57546 -1.04537 -0.67381  0.11
18 H 2.40362 -3.22331 -0.70516  0.11
19 H 0.04694 -3.36497 -0.02284  0.11
20 H -1.67330 -1.19364 1.90452  0.14
21 H -1.99484 -2.33164 0.57388  0.13
22 H -2.14985 -0.79285 -1.85107  0.12
23 H -3.69233 1.45488 -2.14749  0.09
24 H -4.09558 2.28174 0.42027  0.10
25 H 0.02328 0.84128 0.74910  0.13

ΔE to the lowest compared entry with this formula, charge and spin: 0.0 kcal/mol
Total charge: 0
Spin multiplicity: 1

***

# 6
C11H10N2O4Ti | the ωB97M-V functional and the def2-TZVPD basis

Last column: Löwdin spin population.
CARTESIAN COORDINATES (ANGSTROEM)
1 Ti -0.04630 -0.23458 -0.51922  1.38
2 O -0.52058 -3.22649 0.27470  0.08
3 C -0.35198 -2.13217 -0.05204  0.06
4 C 0.30852 1.67796 -0.79606  0.07
5 O 0.52287 2.80205 -0.90787  0.09
6 C -1.95423 0.14216 -0.22879  0.07
7 O -3.05991 0.37332 -0.01442  0.09
8 C 1.85569 -0.64018 -0.88446  0.06
9 O 2.97549 -0.86683 -1.04922  0.09
10 C -1.07855 -1.47726 -5.42326  0.00
11 H -0.30063 -2.25128 -5.57452  0.00
12 H -2.09827 -1.88071 -5.26622  0.00
13 C -0.85939 -0.20721 -5.67189  0.00
14 H -1.68170 0.53239 -5.73821  0.00
15 H 0.11592 0.16184 -6.04662  0.00
16 N -0.97026 2.07094 1.91473  0.00
17 C -0.13730 1.13268 2.35588  0.00
18 C 0.26897 1.17070 3.71873  0.00
19 C 1.13184 0.24360 4.25759  0.00
20 C 1.62960 -0.77382 3.43776  0.00
21 C 1.23983 -0.81667 2.11998  0.01
22 N 0.37338 0.11281 1.59112  -0.01
23 H -1.33300 2.18125 0.96940  0.00
24 H -1.30921 2.80026 2.53956  0.00
25 H -0.12148 1.96923 4.34889  0.00
26 H 1.43073 0.29189 5.30369  0.00
27 H 2.31554 -1.51899 3.84394  0.00
28 H 1.65441 -1.63689 1.49686  0.00

ΔE to the lowest compared entry with this formula, charge and spin: 64.4 kcal/mol
Total charge: +2
Spin multiplicity: 3

***

# 7
C11H10NO2S | the ωB97M-V functional and the def2-TZVPD basis

Last column: Löwdin charge in e.
CARTESIAN COORDINATES (ANGSTROEM)
1 C 0.52840 0.66708 -4.24793  -0.16
2 N 0.86749 0.72943 -2.80835  -0.61
3 S 1.35915 2.21671 -2.27924  0.39
4 C 0.81231 -0.47037 -2.14272  -0.48
5 O 0.42490 -1.51285 -2.71163  -0.04
6 C 1.09213 -0.50786 -0.66383  -0.13
7 C 1.18968 -1.67152 -0.10366  -0.12
8 O 1.48977 -2.71042 0.39281  0.15
9 C 0.70444 0.73783 0.12119  -0.21
10 C -0.07467 0.35711 1.27857  -0.24
11 C -1.39892 -0.15020 1.06693  -0.01
12 C -2.20046 -0.52660 2.14625  -0.09
13 C -1.66681 -0.43351 3.43724  -0.16
14 C -0.35228 -0.14269 3.65538  -0.11
15 C 0.47091 0.25506 2.55865  -0.03
16 H -0.22336 -0.19157 -4.53419  0.11
17 H 0.05972 1.57531 -4.30462  -0.01
18 H 1.29619 0.66230 -5.01014  0.06
19 H 0.04837 1.29375 -0.46504  0.03
20 H 1.65825 1.20949 0.54601  0.13
21 H -1.70598 -0.17862 0.12235  0.07
22 H -3.30584 -0.87825 2.08405  0.12
23 H -2.43350 -0.70082 4.25861  0.12
24 H -0.13538 -0.18644 4.70856  0.09
25 H 1.49547 0.55766 2.89475  0.12

ΔE to the lowest compared entry with this formula, charge and spin: 32.9 kcal/mol
Total charge: -1
Spin multiplicity: 1

***

# 8
C11H10O3S | the ωB97M-V functional and the def2-TZVPD basis

Last column: Löwdin charge in e.
CARTESIAN COORDINATES (ANGSTROEM)
1 C 1.99217 2.44895 0.69056  -0.05
2 C -3.75531 -0.57332 -0.32668  -0.06
3 C 1.58918 1.14285 1.05592  -0.02
4 C -2.50435 -1.01836 -0.80567  -0.04
5 C 1.25732 2.77560 -0.40524  -0.12
6 C -3.48332 0.24015 0.73442  -0.11
7 C 0.63282 0.77252 0.15430  -0.32
8 C -1.55715 -0.42841 -0.00421  -0.33
9 C 0.63955 -1.88229 1.34497  -0.09
10 C 2.26904 -1.20806 -1.34724  -0.35
11 C -0.11136 -0.47701 -0.06415  -0.44
12 O 1.66112 -1.74494 1.91092  0.06
13 O 0.43246 1.77462 -0.73887  0.06
14 O -2.15861 0.33666 0.93814  0.06
15 S 0.47555 -1.46236 -1.46687  0.91
16 H 2.73489 3.04648 1.17606  0.10
17 H -4.71941 -0.82095 -0.72131  0.10
18 H 1.95464 0.57087 1.88176  0.10
19 H -2.31079 -1.66025 -1.64290  0.09
20 H 1.22896 3.65643 -1.01581  0.12
21 H -4.12017 0.79455 1.39452  0.12
22 H 0.00379 -2.76476 1.26197  0.10
23 H 2.72483 -1.99319 -1.94056  0.03
24 H 2.58903 -1.29047 -0.31421  0.03
25 H 2.53510 -0.23531 -1.74980  0.04

ΔE to the lowest compared entry with this formula, charge and spin: 27.3 kcal/mol
Total charge: 0
Spin multiplicity: 1